No. 1
Computed, not measured: a molecular structure, C61H57CrN4O2SSe, with ωB97M-V with the def2-TZVPD basis set.

Properties
HOMO (spin up / spin down)	-7.43 / -7.15	eV
spin multiplicity	2

```
127
Properties=species:S:1:pos:R:3:forces:R:3:mulliken_spin:R:1
Cr -0.1918 0.6897 -1.2683 -0.3 -0.1 0.3 1.072
O -1.1172 0.5493 0.2946 0.4 -0.2 -0.1 -0.055
C -2.4312 0.2724 0.6736 0.1 0.1 -0.1 0.007
C -3.3528 0.6804 -0.4824 -0.1 -0.2 0.0 0.024
C -3.1049 -0.0548 -1.7646 -0.1 0.0 0.0 -0.013
C -4.0966 -0.8669 -2.2986 0.0 0.1 0.0 0.004
C -3.9078 -1.4463 -3.5395 0.0 0.0 0.0 -0.002
C -2.7397 -1.1687 -4.2246 0.0 0.0 0.0 0.001
C -1.7716 -0.3712 -3.6309 0.1 0.0 -0.1 -0.007
C -0.4913 -0.0794 -4.3595 -0.1 -0.1 0.0 0.013
C 0.7325 -0.7324 -3.6840 -0.1 0.3 0.0 0.012
O 0.9047 -0.1149 -2.4390 0.0 -0.2 0.1 -0.031
C 0.4928 -2.2369 -3.5087 0.0 0.0 0.1 -0.013
C -0.0742 -2.7349 -2.3384 0.0 0.0 0.0 0.013
C -0.3567 -4.0850 -2.2021 0.0 0.0 0.0 0.000
C -0.0741 -4.9654 -3.2375 0.0 0.0 0.1 0.000
C 0.4954 -4.4817 -4.4048 0.0 0.0 -0.1 0.000
C 0.7776 -3.1287 -4.5369 0.0 0.0 -0.1 0.000
C 2.0139 -0.4879 -4.4806 0.0 -0.1 0.1 0.002
C 2.0359 -0.0521 -5.7966 0.0 0.0 0.0 0.000
C 3.2432 0.1356 -6.4626 0.0 0.0 0.0 0.000
C 4.4409 -0.1154 -5.8173 0.0 0.0 0.0 0.000
C 4.4273 -0.5550 -4.4977 0.0 0.0 0.0 0.001
C 3.2263 -0.7392 -3.8379 0.0 0.0 0.0 0.004
N -1.9414 0.1481 -2.4056 0.3 0.1 0.2 -0.003
C -2.7486 1.1034 1.9213 0.0 0.0 0.0 0.002
C -1.7353 1.3169 2.8521 0.0 0.0 -0.1 -0.001
C -1.9750 2.0462 4.0049 0.0 0.0 0.0 0.000
C -3.2349 2.5756 4.2510 0.0 0.0 0.0 0.000
C -4.2504 2.3619 3.3346 0.0 0.0 0.0 0.000
C -4.0092 1.6293 2.1795 0.0 0.0 0.0 -0.001
C -2.5916 -1.2090 1.0274 0.0 0.0 0.0 -0.003
C -1.4826 -2.0378 1.1509 0.0 0.1 0.0 0.001
C -1.6445 -3.3723 1.5044 0.0 0.0 0.0 0.000
C -2.9077 -3.8952 1.7319 0.0 0.0 0.0 0.000
C -4.0171 -3.0692 1.6173 0.0 0.0 0.0 0.000
C -3.8566 -1.7368 1.2753 0.0 0.0 0.0 0.000
H -3.1747 1.7403 -0.6449 0.0 0.1 0.0 0.007
H -4.4063 0.5649 -0.2317 0.0 -0.1 0.0 0.001
H -5.0090 -1.0189 -1.7394 0.0 0.0 0.0 0.000
H -4.6640 -2.0878 -3.9727 0.0 0.0 0.0 0.000
H -2.5512 -1.5769 -5.2080 0.0 0.0 0.0 0.000
H -0.3173 1.0006 -4.3737 0.0 0.0 0.0 0.002
H -0.6080 -0.4351 -5.3836 0.0 0.0 0.0 0.000
H -0.2827 -2.0764 -1.5054 0.0 0.1 0.0 -0.001
H -0.8024 -4.4409 -1.2814 0.0 0.0 0.0 0.000
H -0.2896 -6.0210 -3.1308 0.0 0.0 0.0 0.000
H 0.7286 -5.1583 -5.2175 0.0 0.0 0.0 0.000
H 1.2363 -2.7654 -5.4484 0.0 0.0 0.0 0.000
H 1.1163 0.1600 -6.3265 0.0 0.0 0.0 0.000
H 3.2431 0.4832 -7.4880 0.0 0.0 0.0 0.000
H 5.3811 0.0316 -6.3331 0.0 0.0 0.0 0.000
H 5.3595 -0.7523 -3.9832 0.0 0.0 0.0 0.000
H 3.2163 -1.0757 -2.8089 0.0 0.0 0.0 0.000
H -0.7541 0.9047 2.6473 0.0 0.0 0.0 0.004
H -1.1767 2.2012 4.7182 0.1 0.0 0.0 0.000
H -3.4217 3.1490 5.1499 0.0 0.0 0.0 0.000
H -5.2371 2.7708 3.5130 0.0 0.0 0.0 0.000
H -4.8255 1.4937 1.4815 0.0 0.0 0.0 0.000
H -0.4956 -1.6275 0.9654 0.0 0.0 0.0 -0.001
H -0.7735 -4.0085 1.6038 0.0 0.0 0.0 0.000
H -3.0273 -4.9364 2.0026 0.0 0.0 0.0 0.000
H -5.0077 -3.4649 1.8032 0.0 0.0 0.0 0.000
H -4.7290 -1.0967 1.2180 0.0 0.0 0.0 0.000
S -3.0529 4.4154 -0.6376 -0.1 0.0 0.1 0.000
C -4.2977 3.8598 -1.7059 0.0 0.0 0.0 0.000
C -5.6834 3.9669 -1.6008 0.0 0.0 0.1 0.000
C -6.4596 3.3803 -2.5798 0.0 0.0 -0.1 0.000
C -5.8756 2.6941 -3.6540 0.0 0.0 0.0 0.000
C -4.5049 2.5906 -3.7626 0.0 0.0 0.0 0.000
C -3.7066 3.1822 -2.7813 0.1 -0.1 -0.1 0.001
N -2.3232 3.1246 -2.7572 -0.1 -0.1 0.1 -0.001
C -1.8585 3.6944 -1.6984 0.1 -0.1 -0.1 0.000
C -0.4195 3.7828 -1.3735 0.0 0.0 0.1 0.003
C 0.1012 5.0589 -1.1648 0.0 0.0 0.0 -0.002
C 1.4606 5.2353 -0.9716 0.0 0.1 0.0 0.002
C 2.2952 4.1315 -0.9974 0.1 -0.1 0.0 -0.003
C 1.7646 2.8582 -1.1609 -0.1 0.0 0.0 0.003
C 0.3926 2.6325 -1.3216 -0.2 0.1 -0.2 -0.045
H -6.1428 4.4876 -0.7707 0.0 0.0 0.0 0.000
H -7.5378 3.4485 -2.5160 0.0 0.0 0.0 0.000
H -6.5119 2.2417 -4.4036 0.0 0.0 0.0 0.000
H -4.0360 2.0578 -4.5798 0.0 0.0 0.0 0.000
H -0.5540 5.9226 -1.1881 0.0 0.0 0.0 0.000
H 1.8625 6.2298 -0.8252 0.0 0.0 0.0 0.000
H 3.3661 4.2568 -0.8851 0.0 0.0 0.0 0.000
H 2.4381 2.0090 -1.1572 0.0 0.0 0.0 0.004
C 4.3382 2.8113 4.1914 0.0 0.0 0.1 0.000
C 4.4513 2.0182 2.8963 0.0 -0.1 0.0 0.000
C 3.3391 2.3076 1.8952 0.0 0.1 0.0 0.000
C 1.9451 1.8476 2.3190 0.0 -0.1 0.0 -0.004
N 1.9185 0.4554 2.7718 0.0 -0.2 -0.2 0.001
C 2.0672 -0.6170 1.9504 -0.1 0.2 0.1 -0.002
Se 2.1628 -0.5785 0.1164 0.0 0.0 -0.1 0.006
N 2.0171 -1.7380 2.7160 -0.1 0.1 -0.1 -0.001
C 2.1286 -3.0920 2.1861 0.0 0.0 0.0 0.001
C 3.5584 -3.4476 1.7908 0.0 -0.1 0.0 -0.001
C 4.5822 -3.3057 2.9109 0.0 0.0 0.0 0.000
C 4.4391 -4.3483 4.0119 0.0 -0.1 0.1 0.000
C 1.7693 -1.3829 4.0336 0.1 0.0 0.1 0.000
C 1.5744 -2.1442 5.1765 0.0 0.0 0.0 0.000
C 1.3377 -1.4636 6.3594 0.0 0.0 0.0 0.000
C 1.3013 -0.0692 6.4006 0.0 0.0 0.0 0.000
C 1.4957 0.6911 5.2592 -0.1 0.0 0.0 0.000
C 1.7241 0.0107 4.0723 0.0 0.1 0.0 0.001
H 5.1750 2.6068 4.8605 0.0 0.0 0.0 0.000
H 3.4273 2.5693 4.7411 0.0 0.0 0.0 0.000
H 4.3259 3.8853 3.9920 0.0 0.0 0.0 0.000
H 4.4802 0.9455 3.1158 0.0 0.0 0.0 0.000
H 5.4076 2.2442 2.4188 0.0 0.0 0.0 0.000
H 3.5708 1.8485 0.9356 0.0 -0.1 0.0 0.000
H 3.2746 3.3855 1.7168 0.0 0.0 0.0 0.000
H 1.2472 1.9354 1.4795 0.1 0.0 0.1 -0.003
H 1.5603 2.4508 3.1413 0.0 0.0 0.0 0.000
H 1.4760 -3.1513 1.3123 0.0 0.0 0.0 0.000
H 1.7418 -3.7642 2.9524 0.0 0.0 0.0 0.000
H 3.8352 -2.8233 0.9404 0.0 0.0 0.0 0.000
H 3.5463 -4.4811 1.4297 0.0 0.0 0.0 0.000
H 4.5202 -2.2998 3.3392 0.0 0.0 0.0 0.000
H 5.5816 -3.3771 2.4758 0.0 0.0 0.0 0.000
H 3.4922 -4.2551 4.5470 0.0 0.0 0.0 0.000
H 5.2330 -4.2548 4.7536 0.0 0.0 0.0 0.000
H 4.4852 -5.3595 3.6012 0.0 0.0 0.0 0.000
H 1.5965 -3.2246 5.1502 0.0 0.0 0.0 0.000
H 1.1740 -2.0255 7.2690 0.0 0.0 0.0 0.000
H 1.1102 0.4290 7.3415 0.0 0.0 0.0 0.000
H 1.4579 1.7705 5.2952 0.0 0.0 0.0 0.000
```
Forces are in eV/Å.



No. 2
Computed, not measured: 2 unconnected molecules or ions with the total composition C2H2FN3S in a non-equilibrium geometry, with ωB97M-V with the def2-TZVPD basis set.

Properties
relative energy (zero: lowest compared OMol25 entry of this formula, charge and spin)	78.7	kcal per mole
HOMO (spin up / spin down)	-9.49 / -9.49	eV

```
9
Properties=species:S:1:pos:R:3:forces:R:3:nbo_charge:R:1
C -0.0380 -2.1073 0.7979 -0.8 -0.2 1.4 0.446
C -2.1250 0.0186 -0.4719 -0.8 2.1 -0.5 0.190
N 0.9791 -1.5886 0.4483 1.3 0.5 -0.3 -0.110
N -1.5162 0.8040 -1.1678 1.8 -1.3 -0.6 -0.659
N 2.0075 -0.9091 0.4259 0.2 0.1 -0.2 -0.387
F -0.8741 -2.7783 0.0825 -0.6 -0.6 -0.9 -0.280
S -3.3101 -0.4511 0.4243 -0.1 -1.0 0.5 0.049
H -0.6325 0.6192 -1.6835 -1.0 0.3 0.6 0.416
H 2.7982 -1.5447 0.5804 0.0 0.1 0.0 0.334
```
Forces are in eV/Å.



No. 3
Computed, not measured: C2HBr2Cl2NO2 in the gas phase in a non-equilibrium geometry, with ωB97M-V with the def2-TZVPD basis set.

Properties
relative energy (zero: lowest compared OMol25 entry of this formula, charge and spin)	18.8	kcal per mole
SMILES	[O-]/[N+](=C\Br)OC(Cl)(Cl)Br
HOMO (spin up / spin down)	-9.39 / -9.39	eV

```
10
Properties=species:S:1:pos:R:3:forces:R:3:nbo_charge:R:1
O 1.5714 -2.1644 0.7406 -1.8 -0.4 0.4 -0.389
N 0.9442 -1.2004 0.3452 -0.6 -2.3 -0.3 0.345
C -0.3105 -1.1477 -0.1182 1.8 2.4 0.3 -0.190
Br -1.6015 -2.3875 0.2716 0.3 -0.6 0.1 0.172
O 1.7617 0.0016 0.3242 -2.5 2.3 0.2 -0.412
C 3.0676 -0.1421 0.2478 1.1 -4.6 -2.0 0.144
Cl 3.8926 -1.1808 1.4035 0.6 1.1 1.4 0.060
Cl 3.2802 -1.4809 -1.2709 0.3 1.6 -0.4 -0.201
Br 3.9410 1.4330 -0.1121 0.2 0.9 -0.1 0.230
H -0.7020 -0.2187 -0.5524 0.7 -0.4 0.4 0.242
```
Forces are in eV/Å.



No. 4
Computed, not measured: 3 unconnected molecules or ions with the total composition C27H25BrF2NO8P in a non-equilibrium geometry, with ωB97M-V with the def2-TZVPD basis set.

Properties
SMILES	CCCCO[C@@]1(P(O)Br)OC(=O)O[C@]1(OC#N)OC(=O)c1ccccc1.Fc1ccccc1.Fc1ccccc1
HOMO	-9.23	eV

```
65
Properties=species:S:1:pos:R:3:forces:R:3:nbo_charge:R:1
C 2.1113 2.3646 -0.4862 -0.5 0.0 -0.3 -0.602
C 0.8935 2.9238 -1.2368 -0.1 0.0 0.6 -0.397
C -0.4060 2.2523 -0.7442 0.3 -0.2 0.0 -0.427
C -0.9191 1.1666 -1.6967 -0.3 0.7 0.1 -0.067
O -1.3016 -0.0169 -0.9801 0.2 -0.1 -0.2 -0.507
C -2.6248 -0.2726 -0.8790 -0.1 -0.3 0.7 0.238
P -3.4609 -0.9360 -2.5376 0.2 -0.3 -0.1 1.036
O -2.4003 -0.4892 -3.6818 -0.2 0.2 0.2 -0.975
Br -5.1667 0.4408 -2.9578 0.1 0.1 0.0 -0.240
O -2.7261 -1.4818 -0.0559 -0.4 -0.3 -0.7 -0.496
C -4.0382 -1.5419 0.2746 -0.3 0.1 0.3 0.968
O -4.7339 -2.4835 0.4096 0.4 0.3 0.1 -0.496
O -4.4996 -0.2219 0.4221 -0.2 -0.1 0.0 -0.503
C -3.4519 0.6096 0.0868 0.7 0.3 -0.7 0.709
O -2.6054 0.8971 1.2138 0.0 0.1 0.4 -0.500
C -3.0824 0.6398 2.3965 -0.2 -0.1 -0.2 0.544
N -3.5177 0.3736 3.4284 0.2 0.1 0.0 -0.373
O -3.8030 1.7806 -0.5412 -0.3 -0.1 0.2 -0.534
C -4.6202 2.6809 0.1368 0.0 0.1 0.0 0.791
O -4.7752 2.6415 1.3135 -0.2 -0.2 0.1 -0.510
C -5.2064 3.6552 -0.8219 0.3 -0.2 0.0 -0.085
C -6.5775 3.6941 -1.0234 0.1 0.0 0.2 -0.199
C -7.0964 4.5841 -1.9483 -0.2 -0.2 0.1 -0.206
C -6.2520 5.4152 -2.6609 0.0 0.3 -0.2 -0.185
C -4.8832 5.3822 -2.4478 0.1 -0.1 0.0 -0.207
C -4.3556 4.4892 -1.5298 0.1 0.1 -0.2 -0.208
H 2.0137 1.2775 -0.4307 0.3 0.0 0.0 0.204
H 3.0406 2.6246 -0.9896 0.1 0.0 0.1 0.215
H 2.1150 2.7518 0.5340 0.1 -0.1 0.0 0.207
H 0.8171 3.9936 -1.0321 0.1 0.0 -0.3 0.204
H 1.0100 2.7774 -2.3126 0.0 0.1 0.0 0.192
H -0.2086 1.7517 0.2076 0.0 0.1 0.0 0.227
H -1.1757 3.0018 -0.5500 -0.1 -0.1 -0.1 0.203
H -0.1620 0.9039 -2.4341 0.1 -0.3 0.2 0.200
H -1.7829 1.5590 -2.2400 0.0 0.0 0.0 0.167
H -2.4813 0.4416 -3.9266 0.2 0.0 -0.1 0.500
H -7.2117 3.0217 -0.4594 -0.1 0.1 0.0 0.231
H -8.1646 4.6035 -2.1176 0.0 0.1 0.0 0.223
H -6.6608 6.1006 -3.3916 0.0 0.0 0.0 0.218
H -4.2130 6.0270 -3.0009 -0.1 0.1 0.0 0.220
H -3.2841 4.4413 -1.3740 0.0 0.0 0.0 0.218
F 4.3735 -0.0508 0.2165 0.0 0.0 0.0 -0.329
C 3.7319 -1.2374 0.2720 -0.1 -0.1 0.0 0.388
C 4.0653 -2.2210 -0.6356 0.1 0.0 -0.1 -0.288
C 3.3999 -3.4370 -0.5743 -0.1 0.1 0.1 -0.179
C 2.4159 -3.6470 0.3821 0.0 0.0 0.0 -0.234
C 2.0975 -2.6399 1.2838 0.0 0.0 0.0 -0.177
C 2.7596 -1.4212 1.2359 0.0 0.1 0.1 -0.304
H 4.8338 -2.0337 -1.3732 0.0 0.0 0.0 0.233
H 3.6542 -4.2218 -1.2732 0.0 0.0 0.0 0.222
H 1.8972 -4.5950 0.4255 0.0 0.0 0.0 0.220
H 1.3281 -2.8006 2.0270 0.0 0.0 0.0 0.221
H 2.5311 -0.6233 1.9301 0.0 0.0 0.0 0.231
F 6.2634 -4.4260 0.3465 0.1 0.0 0.0 -0.330
C 6.4163 -4.4999 1.6853 0.0 0.0 0.1 0.399
C 7.2019 -5.5049 2.2118 0.1 -0.1 0.0 -0.288
C 7.3544 -5.5736 3.5893 0.0 0.0 0.0 -0.191
C 6.7207 -4.6521 4.4116 0.0 0.0 0.0 -0.236
C 5.9324 -3.6544 3.8542 0.0 -0.1 0.0 -0.178
C 5.7764 -3.5692 2.4784 -0.1 0.1 0.0 -0.289
H 7.6811 -6.2152 1.5517 0.0 0.0 0.0 0.228
H 7.9709 -6.3510 4.0204 0.0 0.0 0.0 0.216
H 6.8405 -4.7124 5.4849 0.0 0.0 0.0 0.216
H 5.4331 -2.9375 4.4924 0.0 0.0 0.0 0.215
H 5.1685 -2.7996 2.0217 0.0 0.0 0.0 0.235
```
Forces are in eV/Å.